27
Properties=species:S:1:pos:R:3:forces:R:3 method="wB97M-V/def2-TZVPD" spin_multiplicity=1 charge=+3 lumo_energy_ev="-16.26 / -16.26" e_homo_ev="-18.99 / -18.97" energy_ev=-57322.0433
Lu 0.132 0.642 -0.290 0.7 2.3 -1.7
O 2.679 -0.915 -1.348 -4.6 2.8 1.9
C 1.744 -0.346 -0.959 11.3 -7.0 -4.7
C -1.580 1.191 0.583 -12.2 3.8 6.2
O -2.570 1.526 1.084 4.7 -1.6 -2.4
C -0.899 -0.012 -1.867 -7.4 -4.5 -11.6
O -1.494 -0.368 -2.795 2.8 1.7 4.3
C 1.125 1.142 1.350 7.8 4.1 12.8
O 1.698 1.383 2.335 -2.7 -0.7 -5.0
C 1.565 4.866 -2.549 4.4 -1.5 -2.2
H 2.566 4.991 -2.070 -1.0 -0.2 -0.2
H 1.621 4.474 -3.593 -0.2 0.2 1.0
C 0.487 5.367 -2.049 -4.1 2.5 1.7
H -0.467 5.444 -2.625 0.8 -0.3 0.5
H 0.479 5.961 -1.103 0.1 -0.7 -0.7
N -2.233 -5.625 -0.181 -1.2 -2.1 -1.1
C -1.727 -4.706 0.234 1.7 3.0 1.6
C -1.055 -3.533 0.817 -1.7 -3.3 -1.0
C -0.530 -3.637 2.096 -0.5 -1.5 0.4
C 0.114 -2.590 2.639 0.9 1.7 0.5
C 0.247 -1.477 1.837 1.6 0.6 3.0
N -0.300 -1.434 0.651 1.0 4.8 -2.0
C -0.972 -2.397 0.084 -0.6 -0.8 -0.6
H -0.622 -4.543 2.682 -0.2 -0.2 -0.2
H 0.539 -2.534 3.625 0.0 -0.5 0.3
H 0.869 -0.619 2.323 -1.5 -1.9 -1.3
H -1.417 -2.251 -0.910 0.2 -0.4 0.6